1.
C7H6N4 | ωB97M-V/def2-TZVPD

Computed properties:
* HOMO energy: -8.83 eV
* HOMO-LUMO gap: 8.288 eV
* ΔE to the lowest compared entry with this formula, charge and spin: 439.5 kJ/mol
* net charge: 0

Geometry as XYZ:
```
17
Properties=species:S:1:pos:R:3:forces:R:3
C 2.630195 -1.508548 -0.584371 0.2 -0.1 -0.1
C -1.252263 -2.284931 0.582890 5.8 -2.4 5.9
C -1.917983 -0.369523 -1.419399 1.3 0.0 1.5
C 1.314247 0.551099 -0.540677 -1.5 0.2 0.0
C -1.778454 0.552587 1.002795 -0.9 -0.4 -2.4
C 2.582009 -0.147808 -0.190978 -2.8 0.1 1.9
C -1.091175 0.074902 -0.294971 -2.0 1.3 -0.1
N 2.741554 -2.597664 -0.880138 0.0 -1.6 -0.5
N -0.419469 -2.529833 1.397186 -3.4 1.1 -3.4
N -2.581018 -1.030280 -2.084317 -0.5 0.1 -0.6
N 0.149804 0.234880 -0.430391 2.5 0.2 -0.7
H -1.995049 -2.151553 -0.076683 -2.3 0.1 -2.1
H -1.448345 -0.049872 1.804687 0.8 -0.1 1.1
H -2.811991 0.170720 0.826347 0.3 1.2 0.5
H -1.633169 1.652166 1.114610 -0.5 -0.9 0.2
H 3.325496 0.421991 -0.619947 2.1 1.0 -0.2
H 2.465226 -0.134203 0.929206 1.0 0.3 -0.8
```
Positions in Å, forces in eV/Å.



2.
C8H8OS | ωB97M-V/def2-TZVPD

Computed properties:
* HOMO energy (spin up / spin down): -8.66 / -7.84 eV
* HOMO-LUMO gap (spin up / spin down): 8.791 / 8.023 eV
* ΔE to the lowest compared entry with this formula, charge and spin: 427.2 kJ/mol
* net charge: 0

Geometry as XYZ:
```
18
Properties=species:S:1:pos:R:3:forces:R:3
C -1.111343 -0.675362 2.664597 0.9 -1.5 -1.1
C -1.229593 0.579719 2.271192 -1.3 3.8 -1.1
C -0.316784 -1.534445 1.930489 0.7 -3.6 0.3
C -0.708978 1.012811 1.041350 1.3 1.3 0.1
C 0.292088 -1.205214 0.742412 -0.3 2.0 -0.6
C -0.006678 0.104827 0.318544 1.1 -0.9 -0.5
C 0.027792 0.240903 -3.130156 -1.7 -0.8 -0.6
C 1.115568 0.690916 -2.282025 -0.6 0.7 0.9
O 1.242246 -0.505443 -2.847072 0.2 -1.3 -0.4
S 2.250929 1.974347 -2.581213 -1.1 1.2 -0.3
H -1.714133 -1.011712 3.413997 -1.0 -1.0 2.3
H -1.834536 1.320897 2.816088 0.3 -0.5 0.0
H -0.165426 -2.627074 2.260137 -0.3 1.8 -0.2
H -0.566617 2.099499 0.824356 -0.8 -1.0 -0.1
H 1.006846 -1.817147 0.202667 -0.4 -0.2 0.1
H -0.904242 -0.230588 -2.677801 1.4 0.9 -0.5
H -0.075642 0.517234 -4.212478 0.3 0.0 1.2
H 3.287508 1.293363 -2.232768 1.3 -0.8 0.5
```
Positions in Å, forces in eV/Å.



3.
C5H18O3 | ωB97M-V/def2-TZVPD

Computed properties:
* SMILES: CCC(C)C.O.O.O
* HOMO energy: -10.62 eV
* HOMO-LUMO gap: 11.247 eV
* ΔE to the lowest compared entry with this formula, charge and spin: 111.1 kJ/mol
* net charge: 0

Geometry as XYZ:
```
26
Properties=species:S:1:pos:R:3:forces:R:3
C -0.271441 0.047563 2.304226 1.5 0.8 -0.1
C 0.244870 -0.522453 0.953145 -2.1 -0.1 0.4
C 0.536820 0.503735 -0.137913 0.3 -0.8 -0.6
C 1.143879 -0.126758 -1.427111 0.7 2.2 -0.5
C 1.479669 1.632104 0.267296 1.3 0.1 -1.7
H 0.511675 -0.182678 3.030526 -0.4 0.2 0.5
H -0.380628 1.148991 2.267109 0.0 -0.5 0.1
H -1.227087 -0.382852 2.596943 0.1 0.0 0.1
H 1.064422 -1.220629 1.053746 0.4 0.0 0.3
H -0.666822 -1.118787 0.745315 1.0 0.0 -1.2
H -0.437987 0.886235 -0.405808 0.0 0.2 -0.1
H 0.615384 -0.897697 -1.924432 -1.1 -0.8 -0.1
H 2.162695 -0.519159 -1.304560 -0.1 0.2 0.4
H 1.234369 0.736357 -2.180074 0.0 -1.3 0.9
H 2.452153 1.171809 0.547365 -0.6 0.5 0.7
H 1.096550 2.428662 0.879873 -0.1 -0.2 1.0
H 1.814523 2.218485 -0.629381 -0.5 -0.6 0.3
O 0.224308 -3.623540 0.288571 0.4 -0.1 0.2
H 1.122617 -3.282194 0.172992 -0.3 -0.1 -0.1
H 0.077780 -3.511278 1.235911 -0.1 -0.1 -0.1
O -1.836762 2.356130 -1.663317 -0.6 -0.9 0.9
H -1.741048 1.661785 -0.948996 0.3 1.5 -1.5
H -0.971151 2.712623 -1.886943 0.1 -0.3 0.3
O -2.455038 -0.856513 -1.002827 -0.8 0.4 -0.7
H -3.031274 -0.078782 -0.968071 0.1 0.0 0.5
H -2.762474 -1.181158 -1.863583 0.5 -0.4 0.2
```
Positions in Å, forces in eV/Å.



4.
C39H59N14O6PS | ωB97M-V/def2-TZVPD

Computed properties:
* HOMO energy: -8.71 eV
* HOMO-LUMO gap: 7.403 eV
* net charge: 0

Geometry as XYZ:
```
120
Properties=species:S:1:pos:R:3:forces:R:3
C -3.155081 3.554506 -2.109011 0.1 -0.4 1.4
C -4.737415 3.762507 -2.269710 0.4 1.1 -0.3
O -5.494232 2.579748 -2.609793 1.2 -0.2 0.7
C -5.139444 1.428798 -1.817041 -0.7 -1.2 0.5
C -5.307079 1.593406 -0.230703 0.6 -1.2 0.4
C -4.324335 0.523486 0.517742 -1.0 0.4 0.4
C -4.640723 -1.001405 0.143615 -0.4 -0.1 0.7
C -3.368378 -1.998733 0.292744 -1.5 -1.1 -1.5
C -2.487128 -1.963508 -1.024623 3.6 1.3 0.0
C -1.153956 -1.488559 -1.119481 -1.0 -1.0 -1.6
P 0.057889 -0.750693 0.106028 2.4 0.7 0.9
O 1.405289 -1.788765 0.347044 -2.6 2.4 -1.3
O 0.744096 0.628150 -0.694421 -1.8 -2.6 0.3
S -0.700361 -0.091197 1.757302 -0.1 -0.6 -0.6
C -0.627132 -1.676252 -2.605865 2.2 0.3 -0.3
O 0.509344 -1.441084 -3.074255 -5.0 -1.1 1.7
O -1.694406 -2.244324 -3.404386 -0.4 0.7 2.7
C -2.815248 -2.415941 -2.521743 -3.6 -1.6 0.1
O -3.920329 -2.905749 -2.870948 5.0 2.1 1.0
H -2.945157 3.404128 -0.978882 -0.1 0.2 -1.8
H -2.754715 2.598990 -2.616980 -0.7 1.7 0.5
H -2.543289 4.472483 -2.422800 -1.1 -1.4 0.3
H -4.884616 4.526036 -3.123212 -0.1 -1.4 1.3
H -5.199882 4.221731 -1.315172 0.9 -0.6 -1.4
H -4.093708 0.990165 -2.065865 -1.4 1.0 0.4
H -5.876264 0.591395 -2.131152 1.1 1.5 0.3
H -6.393610 1.352860 0.085226 1.7 0.5 -0.6
H -5.021470 2.613659 0.190201 -0.4 -1.3 -0.8
H -3.226387 0.781994 0.342066 -1.4 -0.3 0.1
H -4.557903 0.645390 1.648364 0.8 -0.2 -2.0
H -5.168070 -1.130472 -0.875262 1.1 0.1 1.6
H -5.407605 -1.380971 0.925237 1.1 0.6 -1.3
H -2.800204 -1.880383 1.271096 -0.4 0.3 -1.7
H -3.837263 -3.059935 0.333830 0.8 1.6 -0.2
H 1.143695 -2.546434 0.941793 -0.2 0.5 -0.6
H -0.064266 1.161452 -0.914379 1.0 -0.3 0.3
C 3.077878 1.049195 3.865018 -0.8 -0.4 0.4
C 1.843641 0.471026 4.490737 -2.8 -1.3 1.4
N 0.867316 0.011896 4.989916 3.8 1.7 -1.8
H 2.842020 2.006264 3.397415 0.0 -0.1 0.0
H 3.844120 1.204445 4.626538 -0.1 0.0 -0.1
H 3.463907 0.367811 3.104997 -0.1 0.1 0.0
C 2.683115 3.379665 -0.749457 -0.5 0.5 0.5
C 1.568986 4.253113 -0.255849 -2.0 1.5 0.8
N 0.690935 4.941883 0.134059 2.9 -2.3 -1.3
H 3.160277 3.840314 -1.615066 -0.1 0.0 0.1
H 3.426784 3.246212 0.039219 -0.1 0.0 0.0
H 2.290348 2.403940 -1.037053 0.0 0.2 0.1
C 1.232939 -5.022401 3.941153 -0.5 0.4 -0.6
C 0.860394 -4.449038 2.608851 -0.6 0.9 -2.3
N 0.566864 -3.997559 1.557199 0.9 -1.8 3.8
H 1.289944 -6.107950 3.873570 0.0 0.2 -0.1
H 2.203074 -4.633892 4.254020 -0.1 0.0 -0.2
H 0.482930 -4.749787 4.685976 0.0 0.1 -0.2
C 5.473571 4.558396 3.746495 0.0 -0.9 -0.6
C 5.644604 3.343609 2.883507 0.2 -2.1 -1.6
N 5.778160 2.388041 2.199182 -0.5 3.2 2.2
H 6.024355 5.396976 3.320165 -0.1 -0.2 0.0
H 4.416275 4.822508 3.810516 0.1 -0.1 -0.1
H 5.851460 4.357341 4.748437 0.0 -0.1 -0.2
C 1.360903 1.257269 -4.746700 -0.1 0.7 0.5
C 1.216081 2.455428 -3.858069 -0.3 2.0 1.5
N 1.104787 3.399588 -3.154101 0.2 -3.2 -2.6
H 1.027106 0.362752 -4.217647 0.1 0.2 0.0
H 0.756951 1.385557 -5.646655 0.0 0.1 0.1
H 2.405998 1.132044 -5.034507 -0.1 0.1 0.1
C 6.404754 -0.614908 5.594083 0.1 0.9 -0.1
C 6.511047 0.870332 5.419942 0.2 2.6 -0.3
N 6.594393 2.040383 5.282778 -0.2 -4.0 0.7
H 5.837419 -1.045598 4.767179 0.1 0.1 0.0
H 7.401511 -1.058476 5.611708 -0.1 0.1 0.0
H 5.896402 -0.842975 6.532326 0.0 0.1 -0.1
C 2.026395 5.861913 -5.229628 0.1 -0.2 -0.9
C 2.359541 5.595408 -6.667362 0.6 -0.4 -2.6
N 2.621736 5.384998 -7.800489 -0.9 0.7 3.7
H 1.407598 6.757331 -5.151334 0.1 -0.1 -0.1
H 1.480728 5.014164 -4.811209 0.1 0.2 -0.1
H 2.943254 6.012077 -4.657427 -0.1 0.0 -0.1
C -7.280196 -4.448516 -2.976307 0.1 1.2 0.9
C -7.436340 -3.245377 -2.093532 -0.1 2.2 1.6
N -7.559466 -2.297368 -1.398030 0.4 -3.1 -2.3
H -7.616194 -5.341399 -2.449780 0.0 0.2 -0.1
H -7.873188 -4.323788 -3.878544 0.2 0.2 0.3
H -6.231520 -4.571195 -3.253229 -0.1 0.1 0.1
C -5.164293 -2.894427 3.961175 0.1 0.9 -0.1
C -5.042000 -1.411371 3.777154 0.2 2.6 -0.3
N -4.945303 -0.242773 3.632096 -0.4 -3.9 0.7
H -5.736230 -3.324578 3.137128 0.0 0.1 0.1
H -4.172182 -3.348598 3.982012 -0.1 0.1 0.0
H -5.675117 -3.110794 4.900739 0.0 0.1 -0.1
C 1.383794 -9.020897 1.646782 0.5 0.6 0.3
C 2.265385 -7.918605 2.152160 1.6 1.9 0.8
N 2.960746 -7.049463 2.549558 -2.2 -3.0 -1.4
H 0.819172 -8.679013 0.777482 0.0 0.1 0.1
H 1.992633 -9.879764 1.359362 0.0 0.1 0.1
H 0.684001 -9.326223 2.426278 0.1 0.1 0.0
C 8.887185 7.847168 4.475687 -0.7 -0.5 0.4
C 7.691290 7.133433 5.031659 -2.1 -1.2 1.1
N 6.748974 6.570561 5.469927 3.2 2.0 -1.3
H 8.842440 7.853756 3.386545 -0.1 0.0 0.2
H 8.906589 8.876371 4.836778 -0.1 -0.1 -0.1
H 9.801201 7.341389 4.791773 -0.1 0.0 0.0
C 10.238082 8.547960 -0.185593 -0.4 0.4 0.7
C 9.646391 9.246797 1.001927 -1.0 1.3 2.1
N 9.179588 9.797754 1.937534 1.6 -1.8 -3.2
H 9.453545 8.313322 -0.906714 0.0 0.1 0.1
H 10.979975 9.190547 -0.662325 -0.1 0.0 0.1
H 10.719809 7.621532 0.131101 -0.1 0.1 0.0
C -0.862173 -9.010786 -2.511501 -0.3 0.4 0.7
C -1.425851 -8.306772 -1.313186 -1.3 1.6 2.6
N -1.880596 -7.745875 -0.369271 1.8 -2.2 -3.6
H -1.660450 -9.230244 -3.222210 0.0 0.1 0.1
H -0.116882 -8.378364 -2.996635 -0.1 0.0 0.1
H -0.390946 -9.946026 -2.204932 -0.1 0.1 0.0
C -10.095552 -5.501327 -6.337260 0.6 -0.3 0.6
C -9.127669 -5.988548 -5.300786 1.7 -1.1 1.8
N -8.365035 -6.371960 -4.483165 -2.8 0.7 -3.2
H -11.020526 -5.177171 -5.857674 0.1 0.0 0.0
H -9.663155 -4.660782 -6.882595 0.0 -0.1 0.1
H -10.321092 -6.304362 -7.040623 0.1 0.0 0.1
```
Positions in Å, forces in eV/Å.